#i
Formula: C25H36Cl3GeN4O6Tc
Source: the OMol25 dataset
Level of theory: ωB97M-V/def2-TZVPD

Molecular weight: 765.6 g/mol
Kohn-Sham gap (alpha / beta): 9.16 / 7.36 eV
⟨S²⟩: 3.78
Highest occupied orbital energy (alpha / beta): -11.376 / -11.400 eV

```
! wB97M-V def2-TZVPD RIJCOSX def2/J DEFGRID3
* xyz 1 4
Tc 0.014 -0.509 -1.525
C -3.861 0.314 -0.429
C -2.980 0.428 -1.661
C -3.607 1.286 -2.749
O -1.686 0.971 -1.312
C -2.768 -1.006 -2.255
O -3.717 -1.684 -2.547
O -1.508 -1.324 -2.376
H -4.153 1.305 -0.072
H -3.335 -0.218 0.369
H -4.760 -0.245 -0.679
H -3.869 2.271 -2.360
H -4.504 0.789 -3.112
H -2.912 1.418 -3.580
H -1.628 1.109 -0.344
C 3.754 1.007 0.562
C 2.532 0.623 -0.096
N 1.579 0.299 -0.637
H 4.565 0.993 -0.168
H 3.980 0.305 1.364
H 3.664 2.009 0.979
Cl 3.202 -4.505 -0.122
C 2.287 -4.235 -1.636
Cl 3.373 -3.614 -2.860
Cl 1.580 -5.762 -2.179
C 1.182 -3.225 -1.304
N 1.155 -2.059 -1.710
C -1.398 -4.239 1.128
C -0.687 -3.267 0.243
O 0.313 -3.871 -0.423
O -0.979 -2.098 0.150
H -0.676 -4.856 1.662
H -2.012 -4.900 0.514
H -2.035 -3.700 1.823
C 3.753 0.003 -3.174
Ge 2.138 0.167 -4.298
C 2.463 1.650 -5.558
C 1.843 -1.446 -5.377
C 0.538 0.630 -3.221
H 4.563 -0.380 -3.797
H 3.599 -0.684 -2.343
H 4.052 0.982 -2.793
H 3.329 1.388 -6.168
H 2.677 2.590 -5.049
H 1.616 1.804 -6.226
H 2.684 -1.554 -6.063
H 0.932 -1.353 -5.967
H 1.771 -2.346 -4.769
H -0.314 0.562 -3.903
H 0.622 1.675 -2.906
C -0.684 0.590 5.688
N -0.133 0.384 4.360
N -0.737 0.924 3.239
C -0.291 0.248 2.112
O -0.622 0.578 0.959
C 0.584 -0.765 2.601
C 0.628 -0.659 3.967
C 1.328 -1.506 4.968
C -1.237 2.254 3.241
C -2.385 2.555 2.522
C -2.846 3.862 2.492
C -2.177 4.859 3.186
C -1.034 4.551 3.911
C -0.555 3.252 3.932
H -1.487 1.318 5.629
H 0.079 0.966 6.368
H -1.085 -0.344 6.086
H 1.119 -1.467 1.985
H 2.051 -2.151 4.476
H 0.616 -2.137 5.505
H 1.848 -0.891 5.703
H -2.907 1.765 2.001
H -3.740 4.100 1.933
H -2.545 5.876 3.160
H -0.507 5.325 4.453
H 0.351 3.015 4.477
*
```

=====

#ii
Formula: C25H36Cl3GeN4O6Tc
Source: the OMol25 dataset
Level of theory: ωB97M-V/def2-TZVPD

Molecular weight: 765.6 g/mol
Kohn-Sham gap (alpha / beta): 7.12 / 5.32 eV
⟨S²⟩: 3.78
Highest occupied orbital energy (alpha / beta): -10.026 / -10.016 eV

```
! wB97M-V def2-TZVPD RIJCOSX def2/J DEFGRID3
* xyz 1 4
Tc 0.322 0.812 -0.251
C 1.263 1.848 4.100
C 0.914 2.235 2.675
C -0.304 3.113 2.584
O 0.844 1.049 1.861
C 2.284 2.988 2.107
O 2.250 4.208 2.176
O 3.070 2.116 1.683
H 0.489 1.184 4.505
H 1.314 2.742 4.717
H 2.225 1.337 4.145
H -1.150 2.648 3.107
H -0.585 3.294 1.549
H -0.074 4.062 3.060
H 1.786 0.755 1.827
C 4.749 1.924 -0.913
C 3.537 1.164 -0.733
N 2.563 0.577 -0.592
H 5.545 1.283 -1.288
H 5.035 2.347 0.051
H 4.555 2.729 -1.621
Cl -0.984 1.874 -5.340
C 0.282 0.790 -4.738
Cl 1.878 1.430 -5.129
Cl 0.079 -0.839 -5.405
C 0.157 0.696 -3.291
N 0.060 0.626 -2.154
C 1.212 4.952 -0.825
C 1.174 3.501 -1.202
O 1.769 3.035 -2.158
O 0.425 2.763 -0.395
H 1.827 5.497 -1.534
H 1.615 5.056 0.185
H 0.199 5.355 -0.827
C -2.399 3.400 -1.703
Ge -3.025 1.658 -1.058
C -4.705 1.865 -0.049
C -3.361 0.370 -2.511
C -1.728 0.848 0.211
H -3.185 3.896 -2.272
H -1.522 3.289 -2.341
H -2.132 4.029 -0.855
H -5.538 2.030 -0.731
H -4.644 2.714 0.632
H -4.913 0.970 0.537
H -4.323 0.590 -2.974
H -3.400 -0.642 -2.106
H -2.597 0.399 -3.285
H -2.087 -0.178 0.347
H -1.857 1.362 1.167
C -0.876 -5.498 1.587
N -0.777 -4.054 1.573
N -0.110 -3.364 0.591
C -0.163 -2.033 0.880
O 0.398 -1.186 0.108
C -0.907 -1.899 2.066
C -1.267 -3.169 2.458
C -2.070 -3.598 3.635
C 0.685 -3.984 -0.418
C 2.056 -3.770 -0.413
C 2.837 -4.358 -1.396
C 2.249 -5.156 -2.368
C 0.877 -5.366 -2.363
C 0.087 -4.775 -1.390
H 0.025 -5.932 1.161
H -1.738 -5.849 1.020
H -0.967 -5.830 2.618
H -1.120 -0.972 2.567
H -2.496 -2.726 4.124
H -1.447 -4.125 4.359
H -2.883 -4.261 3.338
H 2.499 -3.146 0.352
H 3.906 -4.196 -1.395
H 2.862 -5.613 -3.133
H 0.416 -5.981 -3.123
H -0.987 -4.914 -1.385
*
```

=====

#iii
Formula: C25H36Cl3GeN4O6Tc
Source: the OMol25 dataset
Level of theory: ωB97M-V/def2-TZVPD

Molecular weight: 765.6 g/mol
Kohn-Sham gap (alpha / beta): 9.23 / 7.70 eV
⟨S²⟩: 3.77
Highest occupied orbital energy (alpha / beta): -11.371 / -11.457 eV

```
! wB97M-V def2-TZVPD RIJCOSX def2/J DEFGRID3
* xyz 1 4
Tc -1.092 -0.609 -1.486
C -2.368 1.101 2.715
C -2.912 1.293 1.304
C -4.199 2.105 1.311
O -1.983 2.030 0.510
C -3.226 -0.091 0.680
O -3.742 -0.962 1.360
O -2.928 -0.242 -0.580
H -2.184 2.074 3.174
H -1.435 0.528 2.697
H -3.080 0.545 3.320
H -4.027 3.059 1.811
H -4.984 1.561 1.835
H -4.525 2.296 0.289
H -1.127 1.588 0.564
C -1.270 3.640 -3.305
C -1.118 2.319 -2.735
N -0.998 1.279 -2.286
H -1.134 3.587 -4.384
H -0.525 4.304 -2.870
H -2.268 4.011 -3.077
Cl -5.581 -2.500 -3.574
C -3.894 -2.597 -4.098
Cl -3.643 -1.571 -5.499
Cl -3.478 -4.276 -4.506
C -2.989 -2.150 -2.952
N -2.192 -1.215 -2.979
C -3.033 -3.976 0.265
C -2.496 -3.091 -0.794
O -3.269 -3.004 -1.846
O -1.417 -2.490 -0.660
H -3.623 -4.784 -0.158
H -3.682 -3.326 0.865
H -2.228 -4.344 0.894
C 3.295 -0.309 -4.013
Ge 2.322 -0.232 -2.316
C 2.192 1.657 -1.796
C 3.313 -1.282 -0.981
C 0.578 -1.089 -2.635
H 4.307 0.081 -3.901
H 2.786 0.282 -4.777
H 3.363 -1.338 -4.369
H 3.134 1.977 -1.349
H 1.395 1.844 -1.077
H 2.025 2.269 -2.686
H 3.916 -0.640 -0.337
H 3.988 -1.964 -1.499
H 2.647 -1.879 -0.355
H 0.712 -2.173 -2.517
H 0.320 -0.928 -3.685
C 2.638 -0.395 4.160
N 1.978 -0.847 2.944
N 1.422 0.028 2.038
C 0.635 -0.682 1.176
O 0.063 -0.092 0.199
C 0.675 -2.024 1.592
C 1.504 -2.078 2.691
C 1.856 -3.231 3.559
C 1.921 1.353 1.867
C 3.274 1.551 1.629
C 3.748 2.841 1.453
C 2.870 3.916 1.493
C 1.520 3.706 1.732
C 1.040 2.421 1.937
H 2.600 0.689 4.202
H 3.680 -0.712 4.169
H 2.122 -0.799 5.030
H 0.162 -2.845 1.127
H 1.455 -4.148 3.134
H 1.439 -3.108 4.560
H 2.937 -3.336 3.654
H 3.947 0.703 1.582
H 4.802 3.004 1.275
H 3.242 4.921 1.344
H 0.836 4.543 1.778
H -0.007 2.253 2.165
*
```

=====

Which one sits at the bottom of the stability order? #ii does.

=====

#i
Formula: C5H5N2
Source: the OMol25 dataset
Level of theory: ωB97M-V/def2-TZVPD

Molecular weight: 93.1 g/mol
Kohn-Sham gap (alpha / beta): 7.95 / 7.95 eV
Highest occupied orbital energy (alpha / beta): -14.028 / -14.033 eV

```
! wB97M-V def2-TZVPD RIJCOSX def2/J DEFGRID3
* xyz 1 1
C 2.111 -1.723 -0.096
C 0.985 -1.281 0.047
C 1.423 1.518 -0.105
C -2.654 -0.835 0.264
C -0.195 -0.620 0.277
N 0.371 1.246 0.476
N -1.426 -0.688 0.333
H 3.026 -2.252 -0.196
H 2.049 0.692 -0.453
H 1.617 2.634 -0.203
H -3.265 -0.591 1.162
H -2.951 -1.038 -0.816
*
```

=====

#ii
Formula: C5H5N2
Source: the OMol25 dataset
Level of theory: ωB97M-V/def2-TZVPD

Molecular weight: 93.1 g/mol
Kohn-Sham gap (alpha / beta): 7.29 / 7.23 eV
Highest occupied orbital energy (alpha / beta): -14.793 / -14.791 eV

```
! wB97M-V def2-TZVPD RIJCOSX def2/J DEFGRID3
* xyz 1 1
C -1.029 -0.837 1.609
C 0.577 2.252 1.688
C -0.288 -0.036 0.617
C -0.250 1.573 2.463
C 0.112 -0.359 -0.712
N -1.301 -0.448 2.769
N -0.010 1.116 1.144
H -1.237 -1.788 1.066
H 1.296 3.085 1.332
H 1.019 0.273 -1.013
H 0.668 -1.383 -0.841
H -0.704 -0.313 -1.402
*
```

=====

#iii
Formula: C5H5N2
Source: the OMol25 dataset
Level of theory: ωB97M-V/def2-TZVPD

Molecular weight: 93.1 g/mol
Kohn-Sham gap (alpha / beta): 8.24 / 9.34 eV
Structure (SMILES): CC1=C=C=[NH+]C=N1
Highest occupied orbital energy (alpha / beta): -15.183 / -15.791 eV

```
! wB97M-V def2-TZVPD RIJCOSX def2/J DEFGRID3
* xyz 1 1
C -0.276 1.200 0.187
C -1.645 0.972 -0.030
C -1.234 -1.225 0.126
C 0.650 0.249 0.227
C 2.058 0.618 -0.025
N 0.010 -0.963 0.257
N -2.127 -0.243 -0.050
H -1.566 -2.260 0.028
H 2.760 -0.020 0.485
H 2.206 1.682 0.069
H 2.270 0.611 -1.123
H -3.106 -0.621 -0.151
*
```

=====

#iv
Formula: C5H5N2
Source: the OMol25 dataset
Level of theory: ωB97M-V/def2-TZVPD

Molecular weight: 93.1 g/mol
Kohn-Sham gap: 9.45 eV
Highest occupied orbital energy: -15.475 eV

```
! wB97M-V def2-TZVPD RIJCOSX def2/J DEFGRID3
* xyz 1 1
C -1.460 1.944 -1.075
C 0.574 -0.722 -0.804
C 0.045 0.199 1.410
C -0.092 0.891 2.545
C -0.145 0.026 -1.946
N 0.341 -0.470 0.403
N -0.771 1.075 -1.445
H 1.205 -1.555 -0.878
H 0.381 0.437 3.392
H -0.759 1.806 2.548
H 0.469 0.379 -2.935
H -0.860 -0.832 -2.369
*
```

=====

Which one sits at the bottom of the stability order? #ii does.

=====

#i
Formula: H3O6
Source: the OMol25 dataset
Level of theory: ωB97M-V/def2-TZVPD

Molecular weight: 99.0 g/mol
Kohn-Sham gap (alpha / beta): 9.32 / 9.32 eV
Highest occupied orbital energy (alpha / beta): -17.203 / -17.202 eV

```
! wB97M-V def2-TZVPD RIJCOSX def2/J DEFGRID3
* xyz 1 1
O -0.784 -1.487 0.748
O 1.435 1.234 0.299
O 0.113 -0.426 -1.198
O -1.298 -0.303 0.824
O 0.244 1.601 -0.197
O -0.600 0.523 -0.593
H -1.482 -2.146 0.293
H 1.317 1.217 1.196
H 1.055 -0.213 -1.372
*
```

=====

#ii
Formula: H3O6
Source: the OMol25 dataset
Level of theory: ωB97M-V/def2-TZVPD

Molecular weight: 99.0 g/mol
Kohn-Sham gap (alpha / beta): 8.57 / 7.77 eV
Highest occupied orbital energy (alpha / beta): -16.424 / -16.023 eV

```
! wB97M-V def2-TZVPD RIJCOSX def2/J DEFGRID3
* xyz 1 1
O 0.179 0.764 -0.468
O 1.503 0.109 -2.219
O -1.171 -0.220 2.257
O -0.787 -0.686 0.140
O 0.299 0.524 -1.835
O -0.498 -0.957 1.296
H -0.477 1.506 -0.367
H 1.607 -0.821 -1.890
H -0.656 -0.219 3.087
*
```

=====

Which one sits at the bottom of the stability order? #i does.

=====

#i
Formula: CH11N2O3
Source: the OMol25 dataset
Level of theory: ωB97M-V/def2-TZVPD

Molecular weight: 99.1 g/mol
Kohn-Sham gap: 11.63 eV
Highest occupied orbital energy: -14.491 eV

```
! wB97M-V def2-TZVPD RIJCOSX def2/J DEFGRID3
* xyz 1 1
N -0.220 0.375 0.378
C 0.375 1.259 1.129
N 1.594 1.634 0.869
H 0.061 0.071 -0.533
H -1.126 0.015 0.689
H -0.190 1.608 1.981
H 2.200 2.093 1.534
H 2.117 1.187 0.132
H -2.564 -0.867 2.339
H -3.200 0.520 2.127
O -2.404 0.013 1.979
H 2.196 0.893 -2.770
H 2.429 -0.197 -1.755
O 2.114 0.714 -1.826
H -1.903 -2.913 -2.004
H -0.527 -3.603 -2.295
O -0.952 -2.804 -1.974
*
```

=====

#ii
Formula: CH11N2O3
Source: the OMol25 dataset
Level of theory: ωB97M-V/def2-TZVPD

Molecular weight: 99.1 g/mol
Kohn-Sham gap: 11.69 eV
Highest occupied orbital energy: -15.101 eV

```
! wB97M-V def2-TZVPD RIJCOSX def2/J DEFGRID3
* xyz 1 1
N -0.951 -0.918 -0.617
C -1.035 0.404 -0.739
N -0.009 1.219 -0.847
H -0.270 -1.236 0.091
H -1.802 -1.516 -0.578
H -2.020 0.775 -0.960
H -0.160 2.264 -0.601
H 0.858 0.682 -0.622
H -3.079 -3.369 -0.697
H -4.211 -2.409 -0.336
O -3.296 -2.437 -0.643
H 2.993 -0.462 -0.161
H 2.540 0.705 0.756
O 2.648 0.442 -0.170
H 1.538 1.232 2.693
H 2.723 2.144 3.015
O 2.361 1.581 2.323
*
```

=====

Which one sits at the bottom of the stability order? #ii does.

=====

#i
Formula: C24H28FN3O2
Source: the OMol25 dataset
Level of theory: ωB97M-V/def2-TZVPD

Molecular weight: 409.5 g/mol
Kohn-Sham gap: 9.30 eV
Structure (SMILES): COc1cccc(C[C@]2(CO)CCCN(Cc3cn[nH]c3-c3ccc(F)cc3)C2)c1
Highest occupied orbital energy: -8.585 eV

```
! wB97M-V def2-TZVPD RIJCOSX def2/J DEFGRID3
* xyz 0 1
C 2.855 -1.483 -3.914
H 2.244 -2.106 -4.567
O 1.950 -0.711 -3.163
C 2.449 0.214 -2.290
C 3.798 0.405 -2.019
C 4.175 1.379 -1.109
C 3.231 2.150 -0.460
C 1.874 1.959 -0.711
C 1.501 1.000 -1.637
H 0.461 0.844 -1.883
C 0.839 2.769 0.012
H -0.034 2.911 -0.629
H 1.248 3.753 0.248
C 0.339 2.137 1.333
C -0.139 0.703 1.088
N -0.626 0.107 2.317
C 0.473 -0.056 3.248
C 1.039 1.310 3.626
H 0.285 1.865 4.183
C 1.457 2.091 2.381
H 1.748 3.106 2.662
H 2.324 1.600 1.934
H 1.903 1.172 4.279
H 0.099 -0.559 4.144
H 1.276 -0.681 2.813
C -1.339 -1.137 2.066
C -2.603 -0.866 1.319
C -3.034 -1.332 0.083
N -4.276 -0.807 -0.092
N -4.654 -0.031 0.915
C -3.662 -0.063 1.780
H -3.720 0.479 2.702
H -4.872 -0.918 -0.897
C -2.431 -2.201 -0.919
C -3.212 -3.151 -1.577
C -2.665 -3.966 -2.549
C -1.327 -3.818 -2.867
C -0.527 -2.884 -2.235
C -1.085 -2.080 -1.261
H -0.471 -1.336 -0.781
H 0.508 -2.776 -2.515
F -0.789 -4.607 -3.822
H -3.260 -4.706 -3.060
H -4.253 -3.267 -1.312
H -1.592 -1.570 3.040
H -0.722 -1.872 1.519
H -0.950 0.710 0.355
H 0.698 0.113 0.672
C -0.840 2.999 1.838
O -1.921 3.055 0.940
H -2.397 2.218 0.986
H -1.178 2.621 2.808
H -0.502 4.032 1.960
H 3.546 2.912 0.237
H 5.225 1.534 -0.910
H 4.558 -0.184 -2.509
H 3.468 -2.125 -3.272
H 3.509 -0.854 -4.527
*
```

=====

#ii
Formula: C24H28FN3O2
Source: the OMol25 dataset
Level of theory: ωB97M-V/def2-TZVPD

Molecular weight: 409.5 g/mol
Kohn-Sham gap: 8.25 eV
Structure (SMILES): O=C(Cc1ccccc1)N1CCC(C(=O)N2CCN(c3ccc(F)cc3)CC2)CC1
Highest occupied orbital energy: -7.778 eV

```
! wB97M-V def2-TZVPD RIJCOSX def2/J DEFGRID3
* xyz 0 1
O -2.366 0.660 2.512
C -2.781 0.241 1.446
N -2.871 1.046 0.362
C -3.121 0.636 -1.000
H -4.124 0.965 -1.303
C -2.066 1.243 -1.942
H -1.928 0.574 -2.791
H -2.406 2.207 -2.326
C -0.721 1.459 -1.237
C -0.126 0.124 -0.794
O -0.765 -0.912 -0.772
N 1.176 0.143 -0.415
C 2.101 1.244 -0.592
H 2.416 1.307 -1.644
C 3.338 1.040 0.281
N 4.029 -0.163 -0.113
C 5.371 -0.342 0.123
C 6.076 -1.373 -0.514
C 7.426 -1.555 -0.296
C 8.095 -0.699 0.557
C 7.435 0.332 1.197
C 6.082 0.505 0.985
H 5.576 1.297 1.512
H 7.977 0.985 1.863
F 9.422 -0.872 0.768
H 7.963 -2.350 -0.789
H 5.570 -2.030 -1.202
C 3.186 -1.244 -0.577
H 3.605 -2.200 -0.254
C 1.788 -1.103 0.012
H 1.145 -1.918 -0.325
H 1.839 -1.136 1.107
H 3.120 -1.249 -1.675
H 3.034 1.015 1.339
H 4.002 1.896 0.135
H 1.634 2.189 -0.316
H -0.030 1.906 -1.959
C -0.899 2.409 -0.029
C -2.353 2.391 0.459
H -2.983 3.048 -0.146
H -2.404 2.704 1.503
H -0.268 2.081 0.799
H -0.618 3.429 -0.297
H -3.080 -0.446 -1.068
C -3.264 -1.190 1.280
C -4.684 -1.272 0.796
C -5.054 -2.159 -0.207
C -6.368 -2.231 -0.634
C -7.330 -1.415 -0.065
C -6.971 -0.529 0.938
C -5.658 -0.461 1.366
H -5.379 0.227 2.152
H -7.718 0.108 1.388
H -8.356 -1.470 -0.399
H -6.642 -2.927 -1.414
H -4.307 -2.799 -0.656
H -2.584 -1.711 0.603
H -3.184 -1.657 2.265
*
```

=====

Which one sits at the bottom of the stability order? #i does.